Computed, not measured: 7 unconnected molecules or ions with the total composition C45H102F3N6O8 at a distorted geometry, with the ωB97M-V functional and the def2-TZVPD basis.

```
164
Properties=species:S:1:pos:R:3:forces:R:3:lowdin_charge:R:1
N -2.195727 11.282466 -12.298639 -2.95 -0.55 1.26 -0.5745
O -1.808096 10.092358 -12.409128 1.38 0.23 -0.21 -0.0873
O -1.756569 12.054799 -11.423139 1.27 -0.06 -0.35 -0.0533
O -3.251365 11.598211 -12.888125 0.68 0.27 -0.71 -0.0475
C -0.520376 8.882219 -8.931032 -1.22 1.05 0.02 -0.0874
C -0.822915 8.017907 -10.143806 1.65 -0.62 -0.26 -0.2344
C -0.789659 6.525042 -9.790393 -0.33 -0.83 0.51 -0.1587
C -2.203768 6.120767 -9.390707 -0.50 0.97 0.09 -0.1411
N -2.453369 4.696027 -9.065571 0.11 -0.95 -0.64 -0.2150
C -3.860287 4.497944 -8.546279 0.06 -0.24 0.89 -0.0710
C -3.823204 3.194069 -7.763609 -0.08 -0.21 -0.16 -0.1346
C -2.428707 3.178683 -7.137528 0.47 0.33 -0.21 -0.1153
C -1.582621 4.180044 -7.954378 0.29 0.23 1.05 -0.0914
C -2.230550 3.809830 -10.255295 0.81 -0.74 -0.38 -0.1381
C -3.018630 4.131895 -11.503574 -0.68 -0.68 -0.23 -0.2244
C -2.574536 3.180781 -12.625560 1.98 0.98 0.09 -0.0720
H -0.839715 9.909788 -9.143997 0.19 -0.02 -0.11 0.0605
H 0.520573 8.941060 -8.617407 0.06 -0.47 -0.08 0.0681
H -1.156249 8.610136 -8.083351 0.26 -0.18 0.13 0.0806
H -0.020988 8.175853 -10.872621 -0.10 0.15 -0.06 0.0808
H -1.730935 8.291133 -10.677818 -0.12 0.11 0.27 0.0774
H -0.116694 6.301371 -8.954651 -0.01 0.45 0.12 0.1188
H -0.379897 5.859106 -10.556087 -0.36 0.34 -0.48 0.1041
H -2.928394 6.455467 -10.136848 0.07 -0.48 -0.28 0.1175
H -2.553703 6.697840 -8.528826 0.42 -0.14 0.26 0.1390
H -4.600849 4.478736 -9.337644 0.12 0.50 -0.14 0.1315
H -3.988488 5.308330 -7.828806 -0.39 0.18 -0.29 0.1464
H -4.024742 2.345574 -8.417989 0.24 -0.05 -0.01 0.1195
H -4.608548 3.160499 -7.011559 -0.02 0.17 0.00 0.1299
H -1.937118 2.210480 -7.165451 -0.24 -0.13 0.19 0.1221
H -2.446019 3.548631 -6.115183 -0.11 -0.28 0.10 0.1232
H -0.639859 3.738285 -8.271185 -0.23 0.04 -0.70 0.1389
H -1.272414 5.034864 -7.351621 -0.32 0.08 0.02 0.1345
H -2.305037 2.765190 -9.941134 -0.72 0.14 0.18 0.1463
H -1.162071 3.820448 -10.496767 -0.03 0.59 0.03 0.1324
H -2.844116 5.180330 -11.741626 -0.12 -0.06 -0.37 0.0926
H -4.095713 3.979972 -11.414307 0.02 0.27 0.52 0.1053
H -2.296365 2.195175 -12.253724 -0.71 -0.24 -0.08 0.0856
H -1.592492 3.557581 -12.955437 -0.11 -0.07 -0.22 0.0736
H -3.189762 3.172082 -13.517401 -0.37 -0.22 0.23 0.0811
C 1.182926 12.487171 -15.618936 -0.04 1.41 -0.64 -0.1067
C 1.317096 11.739470 -16.952817 -0.89 -0.51 1.71 -0.2156
C 0.513771 10.406417 -16.953529 0.81 1.03 -2.19 -0.1799
C 1.146607 9.426220 -15.994396 0.40 0.45 -0.77 -0.1170
N 0.375412 8.186495 -15.711713 -1.44 0.01 0.47 -0.2059
C -0.973963 8.557976 -15.112885 -0.76 0.64 -0.74 -0.0839
C -2.027619 8.525331 -16.239652 0.19 0.22 -0.24 -0.1264
C -1.329938 7.923998 -17.474242 -0.49 -0.69 0.06 -0.1322
C -0.016755 7.405476 -16.956893 1.29 -0.75 0.01 -0.0829
C 1.096016 7.293189 -14.761236 1.72 -0.11 0.00 -0.1335
C 1.601378 7.957603 -13.489469 -0.21 0.79 0.31 -0.2367
C 2.307313 6.966543 -12.596185 -0.57 -1.34 0.33 -0.0806
H 1.545501 13.503871 -15.814902 0.41 -0.14 0.32 0.0794
H 1.731457 12.089246 -14.767133 0.00 -0.17 -0.05 0.0498
H 0.147394 12.710385 -15.345787 -0.12 -0.61 0.06 0.0812
H 2.368103 11.519100 -17.135198 0.02 0.14 -0.30 0.1176
H 0.896595 12.377697 -17.724118 0.25 -0.06 -0.24 0.1181
H 0.687816 10.143552 -18.006703 -0.18 -0.88 0.24 0.1224
H -0.553023 10.620408 -16.953619 -0.04 -0.11 0.89 0.1144
H 1.386421 9.963829 -15.081756 -0.34 -0.40 0.32 0.1094
H 2.100508 9.137451 -16.442348 0.00 -0.24 0.14 0.1564
H -1.241659 7.802258 -14.382899 0.26 0.17 0.31 0.1238
H -0.957026 9.563221 -14.703161 0.34 -0.24 0.58 0.1196
H -2.892407 7.999679 -15.838277 -0.01 -0.32 -0.46 0.1050
H -2.392035 9.497976 -16.565446 0.07 0.21 0.58 0.1131
H -1.889135 7.083635 -17.886759 0.01 0.04 -0.03 0.1275
H -1.237257 8.646684 -18.278448 0.18 0.11 0.10 0.1140
H -0.072348 6.364196 -16.630900 -0.44 0.10 0.18 0.1360
H 0.841420 7.362714 -17.630937 -0.13 0.55 -0.17 0.1495
H 1.960003 6.881855 -15.292908 -0.07 0.06 -0.18 0.1509
H 0.480593 6.433650 -14.499724 -0.35 0.19 -0.13 0.1363
H 0.733073 8.421914 -13.004767 0.07 -0.16 0.28 0.0933
H 2.313156 8.778628 -13.611768 -0.12 -0.04 -0.64 0.1123
H 3.200906 6.520906 -13.035983 0.12 0.39 -0.12 0.0932
H 1.662436 6.094767 -12.414498 -0.04 0.12 0.11 0.0755
H 2.556705 7.361221 -11.613986 0.08 0.22 -0.11 0.0622
C -7.671449 6.595966 -12.587052 0.93 -0.43 -0.23 0.0412
C -6.232145 6.875092 -12.279591 -0.83 -0.07 0.74 -0.4025
O -5.532186 6.225613 -11.568709 0.58 0.12 -0.08 0.1325
N -5.697131 8.119722 -12.894483 0.65 -0.45 -1.15 0.0841
H -5.991903 8.031611 -13.870460 -0.12 0.42 0.04 0.1743
H -6.175177 8.989318 -12.532932 -1.29 0.10 0.65 0.1419
C -4.202637 8.300703 -12.865242 -1.34 0.05 0.34 0.0091
H -7.807639 5.522072 -12.478773 -0.19 0.06 0.41 0.0992
H -7.899208 6.811864 -13.630256 -0.32 0.54 0.19 0.0992
H -8.217590 7.196098 -11.852586 -0.37 0.09 -0.40 0.1088
H -3.731350 7.367122 -13.157159 0.12 0.06 -0.09 0.0889
H -3.993589 8.551823 -11.833046 0.48 0.18 -0.11 0.0642
H -4.046653 9.134151 -13.542300 0.62 0.07 0.21 0.0889
C 0.704454 14.714700 -11.300010 -1.42 -0.18 -0.06 -0.0542
C 2.113413 14.260689 -11.034630 -0.01 0.69 1.11 -0.1328
N 2.271678 13.293702 -9.873466 -0.13 -1.50 0.24 -0.2551
C 3.727984 13.029630 -9.649509 0.20 1.38 -0.46 0.0247
C 1.676412 13.827664 -8.603107 -0.34 0.44 0.80 -0.1750
C 2.361528 15.033804 -8.006166 0.43 0.66 0.30 -0.0534
C 1.530983 11.987654 -10.130187 -1.68 0.62 -1.06 -0.0938
C 1.957999 11.210212 -11.356856 1.11 -0.44 -0.32 -0.1688
O 3.253679 10.628379 -11.271107 0.20 -0.25 -0.46 -0.2093
C 3.491062 9.782760 -10.152834 -0.44 1.04 0.22 -0.0765
H 0.226231 15.368936 -10.565729 0.62 -0.06 0.41 0.0874
H 0.000544 13.880915 -11.385731 0.07 0.02 -0.37 0.0593
H 0.613429 15.315809 -12.204940 0.44 -0.30 -0.24 0.0996
H 2.673747 15.117624 -10.661682 0.40 -0.01 -0.61 0.1284
H 2.572948 13.784272 -11.891998 0.18 0.20 -0.05 0.1295
H 3.849325 12.478753 -8.725335 0.13 -0.18 -0.09 0.1168
H 4.189855 14.013951 -9.575251 0.09 -0.11 0.39 0.1065
H 4.188731 12.598627 -10.531133 -0.29 -0.57 0.12 0.1151
H 1.679633 13.032503 -7.857606 0.18 -0.23 -0.25 0.1368
H 0.628600 14.049876 -8.796026 0.02 -0.05 -0.17 0.1304
H 3.414529 14.893842 -7.758438 0.05 -0.15 -0.42 0.0854
H 1.967371 15.283390 -7.018926 -0.54 -0.22 -0.18 0.1000
H 2.248203 15.935993 -8.608337 0.09 -0.04 -0.05 0.0888
H 0.518416 12.323833 -10.379262 -0.08 -0.21 0.09 0.1025
H 1.367444 11.419716 -9.218679 0.74 -0.05 0.12 0.1273
H 1.999590 11.857357 -12.236511 0.12 0.21 0.17 0.1153
H 1.254714 10.441695 -11.700143 -0.50 0.06 0.85 0.1216
H 2.665359 9.083411 -9.992105 0.15 -0.24 -0.12 0.0772
H 3.556169 10.427284 -9.269945 0.04 -0.36 0.24 0.0694
H 4.458745 9.308881 -10.276342 -0.12 -0.22 -0.21 0.1068
C -8.936830 18.575926 -10.548560 0.94 0.47 -0.68 -0.0497
C -8.469486 17.166412 -10.839304 -0.02 -0.30 0.10 -0.1575
N -7.084344 16.762074 -10.292465 -0.87 0.76 -0.38 -0.2667
C -7.040937 17.150551 -8.865521 -0.86 -0.01 0.68 0.0014
C -7.010901 15.258540 -10.374395 0.36 -0.47 0.21 -0.1654
C -7.247410 14.663017 -11.742165 -1.28 0.03 -0.12 -0.0351
C -6.023953 17.532925 -11.092455 0.03 -1.47 1.29 -0.0505
C -4.660913 16.855786 -11.090694 0.74 2.01 -1.01 -0.2248
O -4.496703 15.929859 -12.127585 -0.81 -0.85 0.79 -0.1871
C -3.617005 14.860624 -11.797752 0.92 0.31 -1.45 -0.0830
H -9.821701 18.832158 -11.128667 -0.28 -0.48 0.18 0.1013
H -8.198919 19.258218 -10.988330 0.03 0.18 0.47 0.0909
H -9.098666 18.795966 -9.499480 -0.15 0.06 -0.03 0.0813
H -8.349496 17.040289 -11.910667 -0.41 -0.22 -0.03 0.1234
H -9.147080 16.425426 -10.416648 -0.11 -0.02 -0.23 0.1387
H -7.837347 16.624860 -8.332064 0.32 -0.51 -0.10 0.1227
H -7.388017 18.170217 -8.725894 0.83 0.28 -0.29 0.0944
H -6.079325 16.943836 -8.409118 0.08 0.06 -0.10 0.1160
H -7.761995 14.923559 -9.659739 -0.11 -0.13 -0.15 0.1311
H -6.064706 14.921882 -9.947850 0.19 0.35 -0.10 0.1237
H -6.636942 15.081718 -12.534161 0.24 -0.14 0.08 0.0838
H -8.300752 14.795013 -12.006739 0.09 0.17 -0.14 0.0868
H -7.183005 13.575645 -11.701008 0.56 0.05 0.11 0.0787
H -5.923164 18.462374 -10.540269 -0.10 0.28 -0.41 0.1357
H -6.395553 17.649356 -12.104426 0.11 0.17 -0.05 0.1442
H -4.275351 16.570428 -10.109276 -0.37 -0.48 0.05 0.1317
H -4.038836 17.730025 -11.367423 0.23 -0.20 0.23 0.1405
H -3.903279 14.204545 -10.976371 -0.11 0.36 0.29 0.0880
H -2.618910 15.310394 -11.722744 0.08 -0.31 0.75 0.0866
H -3.519239 14.231275 -12.681645 -0.39 -0.09 0.03 0.0809
C -7.395228 10.376467 -10.790086 -0.20 0.13 -2.60 -0.4924
O -6.187952 9.758771 -10.280545 0.00 -0.03 0.67 -0.1028
O -7.833657 9.755924 -11.887229 0.65 -1.42 0.39 -0.1847
C -8.409188 10.537278 -9.651798 0.64 0.71 0.42 -0.5492
F -8.549188 9.508899 -8.815488 -0.18 -0.21 -0.34 0.1581
F -7.952253 11.582108 -8.865013 -0.20 -0.11 0.00 0.0720
F -9.597154 10.912686 -10.117026 -0.06 -0.20 0.14 0.1612
C -5.121570 10.653561 -10.009973 0.08 0.33 -0.40 -0.2621
C -4.004176 9.921850 -9.326521 0.96 -1.46 0.87 -0.0702
H -3.031579 10.415555 -9.245875 -0.29 0.51 -0.58 0.0619
H -4.164028 9.600079 -8.288650 -0.74 0.35 -0.07 0.0862
H -3.802264 8.954449 -9.810702 -0.07 0.23 -0.28 0.0451
H -5.433705 11.503481 -9.395059 -0.15 -0.04 -0.07 0.1182
H -4.774749 11.023577 -10.986332 0.15 0.30 0.22 0.1068
H -7.199000 11.399956 -11.175293 0.57 0.40 1.15 0.1276
```
Positions in Å, forces in eV/Å.

Properties
Relative energy (zero: lowest compared OMol25 entry of this formula, charge and spin) in kJ/mol: 0.0
Highest occupied orbital energy in eV: -12.3468
LUMO in eV: -5.48
M in g/mol: 912.34
Charge: +3